No. 1
The following is a quantum chemistry calculation of a cluster of 9 separate species, C50H104BrF3N10O12 in total, from the Open Molecules 2025 dataset.

E_LUMO: 0.0791 eV
HOMO-LUMO gap: 8.86 eV
strongest force on any atom: 0.8 eV/A
SMILES string: COCCCCCCCCCCCC[C@]1(CCCCCN)OCC[N@H+](CCC(F)(F)F)[C@@]1(Br)C(=O)[O-].CNC(C)=O.CNC(C)=O.CNC(C)=O.CNC(C)=O.CNC(C)=O.CNC(C)=O.CNC(C)=O.CNC(C)=O
HOMO energy: -8.78 eV

The geometry in XYZ format:
```
180
Properties=species:S:1:pos:R:3:forces:R:3
C -7.991 -12.312 -1.310 0.0 0.1 0.0
O -7.757 -11.517 -2.445 0.1 -0.1 -0.1
C -8.906 -10.803 -2.856 -0.1 0.0 -0.1
C -8.669 -10.166 -4.221 -0.1 0.4 0.3
C -8.203 -8.708 -4.154 0.3 -0.2 -0.2
C -6.740 -8.553 -3.692 -0.1 -0.1 -0.1
C -5.816 -8.083 -4.814 0.0 0.2 0.2
C -4.395 -7.739 -4.347 -0.1 0.3 -0.1
C -3.794 -6.539 -5.109 -0.2 -0.4 0.1
C -4.005 -5.227 -4.360 0.0 0.1 -0.3
C -3.445 -4.001 -5.115 0.1 -0.6 -0.1
C -2.285 -3.343 -4.379 0.0 0.1 0.0
C -2.741 -2.348 -3.311 -0.1 0.1 0.0
C -1.683 -1.276 -2.987 -0.2 0.0 -0.1
C -1.500 -0.900 -1.515 -0.3 0.1 -0.2
C -2.831 -0.288 -1.015 0.1 0.3 -0.1
C -2.771 0.672 0.193 -0.3 -0.1 0.2
C -3.764 0.393 1.341 -0.1 0.0 0.1
C -3.138 0.317 2.741 0.1 0.0 0.1
C -3.925 1.080 3.808 0.5 0.0 0.0
N -3.427 0.896 5.177 -0.1 -0.1 0.0
O -0.581 0.209 -1.457 -0.1 0.0 0.2
C 0.764 -0.157 -1.544 0.3 -0.3 -0.2
C 1.176 -0.857 -0.251 0.2 0.6 0.2
N -0.018 -1.481 0.390 0.1 0.0 -0.2
C 0.302 -2.403 1.533 0.1 0.1 0.4
C 1.588 -2.061 2.271 -0.1 -0.3 0.2
C 1.529 -0.742 3.023 0.3 0.0 0.0
F 1.659 -0.877 4.345 -0.2 -0.3 0.2
F 2.531 0.082 2.648 0.2 0.2 -0.2
F 0.387 -0.076 2.805 -0.2 0.2 0.0
C -0.976 -2.087 -0.630 0.4 -0.2 -0.1
Br 0.062 -3.418 -1.613 0.1 0.0 0.0
C -2.105 -2.803 0.217 0.1 0.5 0.0
O -2.467 -3.906 -0.126 -0.3 -0.7 -0.3
O -2.444 -2.055 1.154 0.0 0.1 0.4
H -7.117 -12.941 -1.159 0.0 0.0 0.0
H -8.868 -12.953 -1.449 0.0 0.0 0.0
H -8.151 -11.698 -0.416 0.0 0.0 0.0
H -9.761 -11.489 -2.904 0.0 -0.1 0.0
H -9.161 -10.030 -2.118 0.0 0.0 0.1
H -7.914 -10.750 -4.750 -0.1 -0.2 -0.1
H -9.608 -10.206 -4.775 0.0 -0.1 -0.1
H -8.285 -8.294 -5.163 -0.1 0.1 0.0
H -8.875 -8.130 -3.518 -0.1 0.0 0.0
H -6.386 -9.509 -3.301 0.0 0.0 0.2
H -6.681 -7.823 -2.881 0.0 0.0 0.1
H -5.782 -8.835 -5.607 -0.1 0.0 -0.1
H -6.259 -7.178 -5.242 0.0 0.0 -0.1
H -4.456 -7.463 -3.291 0.2 -0.1 0.1
H -3.739 -8.605 -4.433 0.0 -0.1 0.1
H -4.284 -6.479 -6.085 0.2 0.1 -0.1
H -2.728 -6.701 -5.284 0.0 0.1 0.0
H -5.078 -5.109 -4.182 0.0 0.0 0.2
H -3.508 -5.318 -3.390 -0.2 0.1 0.1
H -4.235 -3.288 -5.346 0.1 0.1 0.0
H -3.067 -4.346 -6.081 -0.1 0.0 -0.1
H -1.647 -2.806 -5.084 -0.1 0.0 -0.1
H -1.680 -4.143 -3.944 0.2 0.1 0.1
H -3.087 -2.857 -2.409 0.1 -0.1 0.0
H -3.609 -1.833 -3.729 -0.1 0.0 0.1
H -0.731 -1.535 -3.449 0.1 -0.1 0.1
H -2.009 -0.340 -3.444 0.2 0.1 -0.1
H -3.583 -1.062 -0.879 0.1 -0.1 0.1
H -3.164 0.305 -1.868 -0.1 0.0 0.0
H -1.766 0.745 0.609 0.1 0.0 -0.1
H -2.988 1.672 -0.183 0.2 0.1 0.0
H -4.292 -0.539 1.152 0.0 0.0 0.0
H -4.520 1.184 1.369 0.0 0.1 -0.1
H -2.131 0.753 2.727 0.0 0.0 0.0
H -3.015 -0.723 3.046 0.0 0.0 -0.1
H -4.975 0.792 3.775 -0.1 0.1 0.0
H -3.825 2.145 3.585 -0.4 0.1 -0.1
H -2.415 0.833 5.160 0.0 0.1 0.0
H -3.752 0.012 5.549 0.0 0.0 0.0
H 1.356 0.750 -1.656 -0.1 0.1 -0.1
H 0.971 -0.797 -2.404 -0.1 0.0 0.0
H 1.546 -0.108 0.450 -0.1 -0.1 0.1
H 1.968 -1.582 -0.405 -0.2 -0.2 -0.1
H -0.577 -0.720 0.790 -0.2 -0.1 0.0
H 0.329 -3.432 1.187 0.1 0.1 -0.3
H -0.538 -2.321 2.216 -0.1 0.0 -0.1
H 2.475 -2.074 1.643 0.0 0.1 0.0
H 1.726 -2.844 3.017 0.0 0.0 0.0
C 4.157 2.116 0.850 -0.2 0.2 -0.2
N 4.790 2.718 -0.303 0.0 0.0 0.1
C 6.097 2.652 -0.679 0.1 -0.1 0.1
C 7.034 1.876 0.216 0.0 0.1 0.0
O 6.474 3.205 -1.698 0.0 0.1 0.0
H 3.354 1.450 0.528 0.0 -0.1 0.1
H 3.725 2.883 1.496 0.0 0.0 0.1
H 4.877 1.542 1.425 0.1 0.0 -0.1
H 4.217 3.260 -0.930 0.0 -0.1 0.0
H 8.027 1.920 -0.219 0.0 0.0 0.0
H 7.064 2.305 1.219 0.0 -0.1 0.1
H 6.726 0.832 0.290 0.0 0.0 0.0
C 3.909 1.019 5.342 0.1 0.1 -0.2
N 4.818 1.688 4.430 0.0 0.0 0.0
C 5.998 2.314 4.693 -0.1 0.0 0.0
C 6.453 2.332 6.127 0.0 0.0 -0.1
O 6.623 2.842 3.784 0.0 0.0 -0.1
H 3.799 -0.024 5.053 0.0 -0.1 0.1
H 2.926 1.493 5.305 0.0 0.0 0.1
H 4.272 1.061 6.364 0.1 0.1 0.0
H 4.564 1.713 3.456 0.0 0.0 0.1
H 7.390 2.876 6.185 0.0 0.0 0.0
H 5.707 2.824 6.759 0.2 -0.1 0.1
H 6.608 1.316 6.495 0.0 0.0 0.0
C 3.733 4.866 -3.708 -0.3 0.0 0.2
N 2.513 4.074 -3.680 0.0 -0.1 -0.1
C 2.061 3.185 -4.600 0.1 0.0 0.0
C 2.912 2.980 -5.834 -0.1 0.0 0.0
O 1.016 2.574 -4.430 -0.1 0.0 0.0
H 4.347 4.609 -2.844 0.2 0.1 -0.1
H 3.475 5.924 -3.662 0.1 0.0 0.0
H 4.303 4.673 -4.610 0.0 -0.1 0.0
H 1.902 4.181 -2.884 -0.1 0.1 0.0
H 2.421 2.245 -6.463 0.0 0.0 0.0
H 3.019 3.911 -6.392 0.1 0.0 0.0
H 3.904 2.617 -5.566 0.0 0.0 0.0
C 2.774 7.000 8.598 0.2 -0.3 0.2
N 3.580 5.811 8.844 -0.1 0.1 -0.1
C 4.129 4.963 7.947 0.0 0.0 0.0
C 3.892 5.263 6.482 0.0 -0.1 0.0
O 4.787 3.998 8.317 -0.1 0.1 -0.1
H 3.252 7.880 9.019 0.0 0.1 0.0
H 1.791 6.892 9.053 0.0 0.1 0.0
H 2.643 7.158 7.534 0.0 0.0 0.0
H 3.771 5.559 9.801 0.0 0.0 0.0
H 4.388 4.506 5.881 0.0 0.0 0.0
H 2.826 5.252 6.254 0.0 0.1 0.0
H 4.296 6.240 6.217 0.0 0.0 0.0
C -1.774 1.952 -6.391 0.0 -0.1 0.0
N -2.092 0.540 -6.281 -0.1 0.0 -0.1
C -3.041 -0.173 -6.944 0.1 0.1 0.1
C -3.897 0.570 -7.945 0.0 -0.1 0.0
O -3.185 -1.365 -6.728 -0.1 0.0 -0.1
H -0.740 2.090 -6.710 0.0 0.0 0.0
H -1.899 2.452 -5.431 0.0 0.0 0.0
H -2.424 2.428 -7.117 0.0 0.0 0.0
H -1.553 -0.014 -5.634 0.0 0.0 0.0
H -4.596 -0.137 -8.379 0.0 0.0 0.0
H -4.456 1.372 -7.461 0.0 0.0 0.0
H -3.285 0.999 -8.738 0.0 0.1 0.0
C -1.195 11.069 11.044 0.0 0.0 -0.2
N -0.498 10.460 9.928 0.0 0.0 0.0
C 0.777 9.996 9.882 0.0 0.0 0.0
C 1.604 10.114 11.142 0.0 0.0 0.0
O 1.226 9.504 8.859 0.0 0.1 0.0
H -2.077 10.485 11.310 0.0 0.0 0.1
H -1.515 12.080 10.791 0.0 0.0 0.0
H -0.545 11.122 11.911 0.0 0.0 0.0
H -0.996 10.353 9.058 0.0 0.0 0.0
H 2.589 9.704 10.943 0.0 0.0 0.0
H 1.712 11.157 11.442 0.0 0.0 0.0
H 1.148 9.560 11.963 0.0 0.0 0.0
C 5.368 9.205 -0.487 -0.1 0.1 -0.1
N 4.138 8.821 -1.151 0.1 0.0 0.0
C 3.565 7.591 -1.216 -0.1 0.0 0.0
C 4.278 6.459 -0.514 0.0 0.0 0.0
O 2.518 7.422 -1.822 0.0 -0.1 0.0
H 5.173 9.960 0.276 0.0 0.0 0.0
H 6.080 9.617 -1.204 0.0 0.0 0.0
H 5.824 8.344 -0.009 0.0 0.0 0.0
H 3.616 9.533 -1.636 0.0 0.0 0.0
H 3.704 5.549 -0.658 -0.1 0.0 0.0
H 5.275 6.313 -0.934 0.0 0.0 0.1
H 4.360 6.656 0.555 0.1 0.0 0.0
C 4.987 -6.912 -3.714 -0.1 0.1 -0.1
N 3.821 -6.112 -4.030 0.0 0.0 0.0
C 2.727 -5.874 -3.257 0.0 -0.1 0.0
C 2.691 -6.510 -1.885 0.0 0.0 0.0
O 1.815 -5.177 -3.666 0.0 0.1 0.0
H 5.892 -6.304 -3.748 0.0 0.0 0.0
H 5.097 -7.731 -4.428 0.0 0.0 0.0
H 4.895 -7.336 -2.720 0.0 0.0 0.0
H 3.781 -5.663 -4.931 0.0 0.0 0.0
H 1.758 -6.226 -1.407 0.0 0.0 0.0
H 2.733 -7.597 -1.958 0.0 0.0 0.0
H 3.526 -6.168 -1.273 0.0 0.0 0.0
```
Positions in Å, forces in eV/Å.

Atom charges from the Mulliken analysis, given in e for atoms 1 to 2: number 1, C, carries -0.750; number 2, O, carries -0.295

No. 2
The following is a quantum chemistry calculation of a cluster of 6 separate species, C50H105F3N4O4 in total in a non-equilibrium geometry, from the Open Molecules 2025 dataset.

spin multiplicity: 2
⟨S²⟩: 0.754
E_LUMO (spin up / spin down): -5.8513 / -7.0084 eV
charge: +3
HOMO-LUMO gap (spin up / spin down): 8.30 / 7.14 eV
strongest force on any atom: 3.3 eV/A
HOMO energy (spin up / spin down): -14.15 / -14.15 eV

The geometry in XYZ format:
```
166
Properties=species:S:1:pos:R:3:forces:R:3
C 1.158 1.164 0.046 0.3 1.2 -0.1
C 0.792 0.028 -0.863 1.7 -2.2 0.0
O -0.418 -0.171 -1.082 -1.1 -0.1 -0.5
O 1.771 -0.716 -1.268 -1.8 1.2 0.5
H 1.537 0.876 1.026 0.5 -0.3 -0.3
H 0.362 1.866 0.294 -0.5 -0.2 -0.4
H 1.879 1.752 -0.522 0.5 0.0 0.5
C 5.955 -3.402 -0.076 -1.9 0.3 1.1
C 5.018 -3.319 1.200 0.4 -0.1 -0.2
C 3.759 -4.232 1.265 -0.7 1.2 -1.1
C 2.754 -3.778 0.128 0.6 -2.3 2.2
N 1.370 -4.529 0.327 -0.6 -0.1 -2.7
C 0.544 -4.072 1.473 0.2 0.4 0.8
C -0.892 -3.786 0.988 0.1 -1.0 0.0
C -0.950 -4.240 -0.437 0.2 0.4 -1.7
C 0.469 -4.085 -0.903 0.8 -1.1 -0.1
C 1.442 -6.132 0.281 1.6 1.2 -1.0
C 2.340 -6.738 -0.866 0.5 -0.9 0.0
C 2.071 -8.225 -1.016 -1.9 -0.6 0.6
H 5.896 -4.455 -0.350 1.1 0.1 -0.4
H 6.907 -2.904 0.109 0.3 -0.9 0.2
H 5.554 -2.781 -0.877 -0.4 -0.2 -0.2
H 4.719 -2.277 1.312 -0.2 0.0 0.1
H 5.564 -3.568 2.110 0.4 0.1 -0.1
H 3.232 -4.010 2.193 0.1 0.2 0.3
H 3.967 -5.299 1.348 0.3 0.0 -0.6
H 3.127 -4.027 -0.865 -0.3 0.2 0.0
H 2.672 -2.707 0.315 -0.8 0.0 -0.7
H 0.609 -4.793 2.288 0.1 0.1 0.0
H 1.030 -3.133 1.738 -0.2 -0.1 0.6
H -1.724 -4.331 1.433 0.3 0.6 1.1
H -1.001 -2.705 0.899 -0.4 -0.1 0.6
H -1.262 -5.221 -0.796 -0.5 -0.3 1.2
H -1.660 -3.540 -0.875 0.3 0.0 -0.8
H 0.716 -4.889 -1.598 0.1 0.8 -0.7
H 0.685 -3.069 -1.234 0.6 0.0 0.2
H 0.434 -6.541 0.214 -0.1 0.5 -0.1
H 1.854 -6.414 1.250 0.0 0.0 -0.1
H 3.410 -6.766 -0.661 0.0 1.1 0.3
H 2.213 -6.492 -1.920 -0.3 1.5 0.3
H 0.990 -8.298 -1.138 -0.3 -0.4 0.3
H 2.349 -8.781 -0.121 0.1 -0.3 -0.3
H 2.395 -8.695 -1.944 0.8 0.3 0.3
C -0.417 0.747 9.863 -0.4 0.1 -2.0
C -0.305 0.354 8.346 0.5 0.5 -0.2
C -1.129 1.131 7.255 0.0 -0.3 2.3
C -1.065 0.531 5.882 -1.8 0.6 -0.7
N -1.902 1.410 4.814 0.3 0.5 -2.4
C -2.160 0.622 3.438 0.9 -0.7 1.3
C -0.807 0.513 2.736 0.5 1.3 0.9
C -0.128 1.877 3.131 -0.6 0.6 0.6
C -1.052 2.542 4.221 0.6 -1.3 -0.1
C -3.277 2.086 5.268 1.4 -2.5 0.4
C -4.237 0.944 5.800 0.3 2.0 0.5
C -5.406 1.506 6.657 -0.2 -1.2 -0.8
H -1.454 0.625 10.177 0.3 -0.5 0.7
H -0.140 1.781 10.069 0.1 0.1 -0.3
H 0.381 0.112 10.248 -0.7 -0.1 1.0
H -0.537 -0.706 8.240 0.1 -0.1 0.1
H 0.768 0.490 8.211 0.1 -0.2 -0.8
H -0.820 2.169 7.380 0.0 0.2 -0.7
H -2.140 1.044 7.653 -0.3 0.4 -0.3
H -1.636 -0.395 5.808 0.3 -0.2 0.4
H -0.037 0.316 5.587 -0.1 0.5 -0.7
H -2.864 1.230 2.869 0.0 -0.1 0.2
H -2.541 -0.384 3.615 -0.5 0.3 0.3
H -0.894 0.233 1.687 -0.1 0.6 -0.2
H -0.156 -0.258 3.148 -0.4 -0.2 0.3
H -0.052 2.665 2.381 0.2 -0.5 -0.5
H 0.872 1.726 3.537 0.0 0.0 -0.1
H -1.724 3.251 3.737 -0.1 -0.1 0.2
H -0.494 3.049 5.009 -0.1 -0.1 0.0
H -3.698 2.496 4.349 0.1 0.1 0.1
H -2.914 2.905 5.889 -0.6 -0.2 0.5
H -3.713 0.168 6.358 0.2 0.1 -0.1
H -4.661 0.521 4.890 -0.1 -0.3 0.2
H -5.278 1.747 7.713 0.8 0.5 -0.3
H -6.090 0.662 6.742 -0.4 0.1 -0.3
H -5.893 2.289 6.075 -0.2 0.1 0.4
C 4.299 -0.885 -3.553 -0.6 0.9 1.7
C 4.077 -0.216 -4.872 0.9 -0.8 -0.8
C 3.033 -1.015 -5.665 -1.7 0.8 -0.1
C 1.602 -0.764 -5.013 0.4 -1.8 0.2
N 0.361 -1.399 -5.715 -1.5 0.5 -0.3
C -0.922 -1.243 -4.827 1.0 0.6 0.5
C -1.804 -0.146 -5.447 0.0 -0.7 1.3
C -0.890 0.599 -6.394 -0.9 -0.4 -1.0
C -0.079 -0.559 -6.908 1.1 -0.6 -1.1
C 0.442 -2.885 -6.192 1.3 0.7 -1.3
C 1.090 -3.881 -5.291 -0.9 -0.3 1.5
C 1.322 -5.233 -6.003 0.1 1.1 0.3
H 5.092 -0.423 -2.964 0.1 0.1 -0.1
H 4.432 -1.961 -3.443 0.0 -0.1 -0.8
H 3.374 -0.615 -3.043 0.1 -0.5 0.9
H 5.011 -0.109 -5.425 -0.1 -0.3 -0.4
H 3.788 0.818 -4.684 -0.4 0.0 -0.1
H 3.190 -2.093 -5.639 0.4 0.1 0.2
H 3.085 -0.761 -6.724 -0.4 0.3 -0.1
H 1.394 0.258 -4.697 -0.3 0.3 -0.9
H 1.568 -1.237 -4.032 0.3 -0.3 0.1
H -1.397 -2.223 -4.802 0.1 0.2 0.4
H -0.623 -0.835 -3.861 0.3 -0.9 0.3
H -2.635 -0.715 -5.862 -0.1 0.7 -0.9
H -2.223 0.487 -4.664 0.1 -0.1 0.0
H -1.537 1.021 -7.163 0.4 0.1 -0.4
H -0.298 1.429 -6.009 0.0 -0.3 0.4
H -0.661 -1.262 -7.503 -0.5 0.3 0.0
H 0.769 -0.342 -7.558 0.2 0.2 0.4
H 1.058 -2.884 -7.091 0.5 0.6 -0.1
H -0.466 -3.259 -6.664 -0.8 0.6 0.8
H 0.449 -4.143 -4.449 -0.4 0.3 0.2
H 1.912 -3.359 -4.802 0.6 -0.7 -0.3
H 0.362 -5.708 -6.206 0.0 0.1 -0.1
H 1.853 -5.892 -5.316 0.3 0.0 -0.4
H 1.827 -5.024 -6.946 0.3 -0.6 0.1
C 0.220 4.533 -4.780 -1.4 0.3 1.2
C 0.069 4.086 -3.346 0.9 -1.9 1.4
C -1.110 3.190 -2.804 0.8 0.2 0.4
C -2.413 3.898 -2.290 2.1 -1.0 0.3
N -3.200 3.063 -1.267 -0.7 1.0 0.2
C -4.561 3.798 -0.980 1.0 -2.0 0.0
C -4.290 4.807 0.103 -2.0 1.7 -1.5
C -3.021 4.494 0.823 0.1 0.1 -1.2
C -2.643 3.171 0.175 1.3 -0.9 0.7
C -3.405 1.610 -1.701 0.9 0.1 -0.8
C -4.055 1.469 -3.130 -1.0 1.1 1.6
C -4.492 0.045 -3.501 -0.4 0.7 0.7
H -0.633 5.207 -4.857 0.5 0.5 -1.3
H 0.129 3.684 -5.458 0.0 0.2 -0.1
H 1.215 4.975 -4.826 -0.4 0.4 -0.6
H 0.347 4.806 -2.576 -0.5 0.8 -0.3
H 0.954 3.459 -3.234 0.0 -0.7 0.4
H -0.647 2.696 -1.950 -0.1 0.1 0.4
H -1.210 2.325 -3.460 -0.8 0.2 -0.4
H -3.000 4.229 -3.146 -0.5 0.1 0.6
H -2.035 4.686 -1.638 -0.3 0.6 -0.6
H -5.129 2.998 -0.507 -0.4 -0.1 -0.5
H -5.014 4.168 -1.900 0.1 -0.1 0.2
H -5.260 4.812 0.600 0.4 0.4 0.8
H -4.207 5.749 -0.438 0.0 0.4 0.5
H -3.037 4.511 1.913 -0.1 -0.4 -0.1
H -2.316 5.259 0.499 0.3 -0.1 0.4
H -3.051 2.338 0.747 -0.4 -0.1 -0.3
H -1.567 3.065 0.311 0.2 -0.4 -1.1
H -4.004 1.192 -0.891 -0.3 -0.2 -0.4
H -2.430 1.125 -1.659 0.2 0.0 0.1
H -3.612 2.047 -3.941 0.8 -0.3 0.3
H -4.958 2.042 -2.920 -0.6 0.0 -0.6
H -4.804 -0.036 -4.542 0.4 0.0 0.0
H -5.416 -0.091 -2.939 0.1 -0.6 0.1
H -3.753 -0.698 -3.200 -0.1 -0.1 -0.3
C 3.733 4.901 2.941 0.9 1.6 1.1
O 3.165 4.357 4.107 0.2 -1.0 -1.7
O 5.137 4.806 3.059 -2.9 -0.2 -1.5
C 2.907 4.776 1.572 -0.2 -2.9 -1.3
F 1.655 5.214 1.649 -0.7 2.6 1.5
F 3.450 5.275 0.479 1.1 1.5 0.5
F 2.592 3.541 1.170 1.2 -2.7 0.6
C 1.936 4.798 4.658 0.1 -1.5 1.0
C 1.880 3.946 5.933 -1.0 0.8 1.2
H 2.705 4.239 6.581 0.1 -0.6 -0.1
H 0.986 4.091 6.539 -0.3 1.2 0.1
H 1.693 2.873 5.879 1.2 -0.3 -1.0
H 1.052 4.524 4.081 0.1 0.4 -0.6
H 1.991 5.863 4.886 -0.2 0.1 0.0
H 3.571 5.977 2.998 0.5 1.0 0.3
```
Positions in Å, forces in eV/Å.

Atom charges from the Mulliken analysis, given in e for atoms 1 to 2: number 1, C, carries -0.409; number 2, C, carries 0.320

- What is the strongest force on any atom in the second record?
  3.3 eV/A